[1]
Density functional theory data (ωB97M-V/def2-TZVPD) for a cluster of 4 separate species, C3H12O5 in total in a non-equilibrium geometry.

E	-497.623913	Ha
SMILES string	O=CCCO.O.O.O
lowest unoccupied orbital energy	0.18	eV
charge	0
2S+1	1
highest occupied orbital energy	-10.49	eV
orbital gap	10.67	eV
relative energy (zero: lowest compared OMol25 entry of this formula, charge and spin)	2.819	eV

XYZ file:
```
20
Properties=species:S:1:pos:R:3:forces:R:3
O 1.49514 -0.34688 1.58860 0.8 -0.3 -0.7
C 0.73563 0.50781 1.93760 -1.2 -1.1 1.0
C 0.69294 1.85066 1.38239 1.8 3.2 -0.7
C 0.76175 1.80740 -0.13370 0.0 -0.2 -1.7
O -0.52107 1.90558 -0.72122 -2.0 0.3 -0.6
H 0.03024 0.23316 2.70205 -0.7 0.1 0.9
H -0.05069 2.67115 1.66498 0.7 -1.7 0.2
H 1.69985 2.24923 1.71790 -0.9 -0.1 -0.2
H 1.44055 2.60983 -0.65030 -1.0 -1.6 1.2
H 0.94506 0.74174 -0.46425 1.2 1.4 0.4
H -1.26635 2.36751 -0.28837 1.3 0.0 0.2
O -1.36066 -2.15877 -0.96743 1.5 0.2 0.2
H -0.51552 -1.66515 -0.79470 -1.3 -0.6 -0.2
H -2.06628 -1.64015 -0.59145 -0.2 0.4 0.2
O 0.17075 -4.13451 0.79115 3.5 -5.8 1.2
H -0.48313 -3.56487 0.67802 -4.6 4.3 -1.1
H -0.31519 -5.00410 0.89345 1.1 1.5 -0.2
O -0.54747 0.50644 -3.30712 1.0 -0.5 0.4
H 0.26850 0.21695 -2.83126 -1.1 0.4 -0.6
H -1.11403 0.84698 -2.60633 0.2 0.1 0.1
```
Positions in Å, forces in eV/Å.

Atom charges from the Mulliken analysis, given in e for atoms 1 to 8: O -0.450; C -0.273; C -0.261; C -0.197; O -0.469; H 0.387; H 0.415; H 0.211



[2]
Density functional theory data (ωB97M-V/def2-TZVPD) for a cluster of 2 separate species, C3H2FO3 in total in a non-equilibrium geometry.

E	-441.063509	Ha
lowest unoccupied orbital energy	3.79	eV
charge	-1
2S+1	1
highest occupied orbital energy	-2.70	eV
orbital gap	6.49	eV
relative energy (zero: lowest compared OMol25 entry of this formula, charge and spin)	3.590	eV

XYZ file:
```
9
Properties=species:S:1:pos:R:3:forces:R:3
C -0.73314 -2.03329 -0.06113 -0.2 -0.7 0.5
C -0.14285 1.23815 0.06266 0.4 0.9 -0.1
C 0.94504 0.18891 -0.27598 -1.2 0.3 -1.2
O -0.21484 -2.53279 0.85829 0.2 0.4 -0.3
O -1.49352 -1.78339 -0.90880 0.3 0.4 -0.2
O 0.64141 0.52008 1.03845 -0.2 0.3 0.7
F 2.11670 0.96620 -0.77841 -0.2 -0.2 0.7
H 0.14341 2.32349 0.12768 -0.3 -1.0 -0.5
H -1.26220 1.11265 -0.06276 1.3 -0.4 0.5
```
Positions in Å, forces in eV/Å.

Atom charges from the Mulliken analysis, given in e for atoms 1 to 8: C 0.676; C -0.355; C -0.422; O -0.368; O -0.378; O -0.254; F -0.277; H 0.238



[3]
Density functional theory data (ωB97M-V/def2-TZVPD) for a cluster of 2 separate species, C2H3N3O2S in total in a non-equilibrium geometry.

E	-790.653268	Ha
lowest unoccupied orbital energy	-0.71	eV
charge	0
2S+1	1
highest occupied orbital energy	-9.67	eV
orbital gap	8.96	eV
relative energy (zero: lowest compared OMol25 entry of this formula, charge and spin)	7.744	eV

XYZ file:
```
11
Properties=species:S:1:pos:R:3:forces:R:3
C -0.87380 0.15029 0.13494 3.5 0.3 1.8
C 1.00254 1.15057 -0.19412 -2.0 -1.2 0.0
H -3.61272 -0.83527 -0.94769 3.7 -2.7 3.5
H 1.84846 1.70095 -0.50612 0.6 1.1 0.2
H 2.59234 -0.19675 1.41379 0.3 -1.8 -2.6
N -2.09004 0.02789 0.14951 -2.9 -1.7 -0.2
N -0.15945 1.49432 0.24438 0.1 -2.6 -1.1
N 1.15346 -0.21037 -0.51057 1.4 -1.8 0.9
O -2.56547 -1.40472 -0.00644 -3.1 4.8 -3.6
O 0.07976 -0.92258 0.16780 -1.1 3.0 -1.4
S 2.62491 -0.95433 0.05452 -0.6 2.4 2.4
```
Positions in Å, forces in eV/Å.

Atom charges from the Mulliken analysis, given in e for atoms 1 to 8: C 0.634; C -0.046; H 0.399; H 0.428; H 0.180; N -0.386; N -0.447; N -0.017